Entry 1:
# C54H33FO9

A cluster of 4 separate species, C54H33FO9 in total (ωB97M-V/def2-TZVPD, the Open Molecules 2025 dataset).

Positions of all 97 atoms, in Å:
C -1.207 0.918 -0.851
O -1.833 1.904 -1.713
C -2.980 1.368 -2.409
C -4.285 1.725 -1.558
C -4.550 3.230 -1.215
C -5.793 3.675 -0.403
C -6.800 2.577 0.040
C -6.529 1.084 -0.301
C -5.258 0.619 -1.087
C -5.096 -0.937 -1.323
O -4.025 -1.559 -1.516
C -6.438 -1.838 -1.262
F -6.506 -3.114 -1.887
C -7.595 -1.399 -0.543
C -7.637 0.030 0.199
O -8.480 0.337 1.072
H -1.024 -0.029 -1.479
H -0.215 1.323 -0.417
H -1.893 0.727 0.042
H -2.888 0.274 -2.717
H -3.064 1.971 -3.395
H -3.771 3.976 -1.574
H -5.959 4.768 -0.142
H -7.737 2.913 0.618
H -8.549 -2.038 -0.460
C 7.414 4.917 0.469
C 8.009 5.073 -0.781
C 7.247 4.938 -1.937
C 5.888 4.634 -1.845
C 5.298 4.454 -0.594
C 6.061 4.608 0.564
C 3.869 4.083 -0.484
O 3.352 3.928 0.610
C 3.080 3.893 -1.722
C 1.748 3.487 -1.636
C 0.994 3.318 -2.793
C 1.567 3.564 -4.040
C 2.896 3.964 -4.130
C 3.658 4.119 -2.971
C 5.081 4.510 -3.080
O 5.584 4.721 -4.171
H 8.007 5.032 1.371
H 9.067 5.303 -0.854
H 7.715 5.066 -2.908
H 5.605 4.482 1.541
H 1.295 3.297 -0.668
H -0.040 2.997 -2.724
H 0.977 3.440 -4.943
H 3.337 4.149 -5.105
C 10.439 3.808 8.957
C 11.034 3.965 7.707
C 10.272 3.830 6.551
C 8.913 3.525 6.643
C 8.323 3.345 7.894
C 9.087 3.498 9.052
C 6.894 2.973 8.004
O 6.377 2.818 9.097
C 6.106 2.783 6.766
C 4.773 2.377 6.851
C 4.021 2.209 5.693
C 4.593 2.455 4.447
C 5.922 2.855 4.358
C 6.683 3.010 5.517
C 8.107 3.401 5.408
O 8.610 3.613 4.316
H 11.033 3.923 9.858
H 12.092 4.194 7.633
H 10.739 3.958 5.580
H 8.631 3.372 10.029
H 4.320 2.187 7.819
H 2.986 1.888 5.761
H 4.004 2.332 3.543
H 6.363 3.040 3.384
C -6.009 -7.028 -0.526
C -6.394 -5.846 -1.155
C -6.875 -5.876 -2.461
C -6.961 -7.090 -3.144
C -6.552 -8.270 -2.522
C -6.087 -8.238 -1.207
C -6.592 -9.557 -3.253
O -6.239 -10.589 -2.709
C -7.059 -9.569 -4.658
C -7.048 -10.765 -5.378
C -7.498 -10.789 -6.694
C -7.968 -9.622 -7.293
C -7.976 -8.428 -6.580
C -7.512 -8.398 -5.264
C -7.491 -7.114 -4.526
O -7.899 -6.092 -5.051
H -5.642 -7.005 0.495
H -6.320 -4.902 -0.628
H -7.178 -4.954 -2.944
H -5.780 -9.155 -0.713
H -6.686 -11.678 -4.917
H -7.483 -11.718 -7.254
H -8.326 -9.642 -8.317
H -8.339 -7.521 -7.053

As for the structure (SMILES): COCc1cccc2c1C(=O)C(F)=CC2=O.O=C1c2ccccc2C(=O)c2ccccc21.O=C1c2ccccc2C(=O)c2ccccc21.O=C1c2ccccc2C(=O)c2ccccc21. Its spin multiplicity is 1. The calculation puts the frontier orbital gap at 7.7546 eV. The highest occupied orbital energy comes out at -9.63 eV.



Entry 2:
# C54H37Br2Cl4MoN5O2Se

A structure of composition C54H37Br2Cl4MoN5O2Se (ωB97M-V/def2-TZVPD, the Open Molecules 2025 dataset).

Positions of all 106 atoms, in Å:
Mo 0.733 0.319 0.035
Cl 8.382 -3.736 -4.287
C 7.060 -2.894 -3.544
C 7.294 -1.698 -2.885
C 6.240 -1.042 -2.270
C 4.950 -1.564 -2.313
C 4.737 -2.762 -2.993
C 5.783 -3.427 -3.612
C 3.816 -0.916 -1.605
C 3.278 0.289 -2.034
C 3.907 1.077 -3.064
C 3.093 2.111 -3.331
C 1.930 1.960 -2.497
C 0.791 2.687 -2.711
C 0.779 3.756 -3.748
C 1.511 4.921 -3.527
C 1.436 5.988 -4.408
C 0.623 5.889 -5.525
Cl 0.508 7.224 -6.623
C -0.097 4.732 -5.777
C -0.015 3.672 -4.888
C -0.364 2.565 -1.903
N -0.334 2.030 -0.656
C -1.531 2.422 -0.058
C -1.720 2.522 1.310
C -3.004 3.062 1.806
C -4.186 2.402 1.468
C -5.413 2.888 1.886
C -5.459 4.046 2.647
Cl -6.992 4.668 3.162
C -4.297 4.713 2.999
C -3.073 4.216 2.580
C -0.726 2.116 2.215
C -0.625 2.316 3.597
C 0.469 1.579 4.046
C 0.985 0.959 2.920
N 0.285 1.254 1.810
C 1.555 -1.236 2.596
C 1.949 -1.832 1.249
C 2.657 -3.083 1.065
C 3.498 -2.882 0.030
C 3.251 -1.554 -0.506
N 2.306 -0.948 0.219
C 1.630 -2.120 3.798
C 0.787 -3.210 4.004
C 0.946 -4.008 5.128
C 1.949 -3.721 6.038
Cl 2.145 -4.717 7.442
C 2.800 -2.645 5.841
C 2.639 -1.849 4.722
C -2.364 3.057 -1.031
C -1.632 3.170 -2.166
N 2.065 0.848 -1.665
H 8.297 -1.295 -2.842
H 6.421 -0.119 -1.733
H 3.737 -3.179 -3.037
H 5.614 -4.358 -4.136
H 4.857 0.852 -3.518
H 3.226 2.893 -4.060
H 2.135 4.999 -2.646
H 2.000 6.893 -4.228
H -0.717 4.664 -6.660
H -0.565 2.760 -5.085
H -4.141 1.488 0.886
H -6.328 2.380 1.615
H -4.351 5.620 3.584
H -2.165 4.746 2.838
H -1.289 2.915 4.197
H 0.851 1.502 5.050
H 2.544 -3.958 1.684
H 4.234 -3.566 -0.360
H 0.006 -3.419 3.288
H 0.291 -4.853 5.289
H 3.581 -2.439 6.560
H 3.298 -1.009 4.547
H -3.359 3.429 -0.857
H -1.928 3.638 -3.087
Br -0.366 -0.360 -3.737
C 0.100 -2.233 -3.859
Br 0.697 -3.002 -2.181
H 0.915 -2.322 -4.564
H -0.781 -2.774 -4.175
C -6.376 -3.859 2.019
C -5.203 -3.096 1.464
C -4.865 -3.143 0.121
C -3.776 -2.446 -0.387
C -3.465 -2.567 -1.857
C -2.994 -1.665 0.476
Se -1.565 -0.712 -0.462
C -3.320 -1.594 1.835
C -2.540 -0.809 2.832
C -4.425 -2.304 2.295
H -6.711 -4.630 1.327
H -7.213 -3.185 2.215
H -6.109 -4.335 2.963
H -5.458 -3.747 -0.557
H -4.253 -3.123 -2.364
H -2.517 -3.093 -1.997
H -3.374 -1.583 -2.319
H -1.710 -1.402 3.217
H -3.167 -0.504 3.673
H -2.130 0.071 2.366
H -4.675 -2.242 3.349
O -0.456 -2.231 1.649
N 0.539 -1.388 1.569
O 2.018 0.078 2.811

Its spin multiplicity is 1. The calculation puts the frontier orbital gap (spin up / spin down) at 5.1871 / 5.3391 eV. The highest occupied orbital energy (spin up / spin down) comes out at -7.07 / -7.05 eV.



Entry 3:
# C54H39BrF4N5O5P2Pb

A structure of composition C54H39BrF4N5O5P2Pb (ωB97M-V/def2-TZVPD, the Open Molecules 2025 dataset).

Positions of all 111 atoms, in Å:
Pb 15.377 11.352 12.012
C 11.973 12.264 15.288
C 12.733 10.984 14.805
O 13.911 11.155 14.682
C 12.031 9.696 14.589
C 10.909 9.375 15.362
C 10.311 8.141 15.338
C 10.841 7.141 14.584
C 11.895 7.404 13.752
C 12.541 8.657 13.731
O 13.613 8.870 13.069
H 11.910 12.989 14.448
H 12.615 12.750 16.047
H 10.979 12.105 15.674
H 10.455 10.157 15.938
H 9.472 7.950 16.000
H 10.394 6.121 14.572
H 12.388 6.592 13.231
N 16.711 7.216 13.127
C 17.317 7.052 11.921
C 17.908 8.260 11.697
N 17.632 9.191 12.699
C 16.859 8.510 13.545
C 16.326 8.833 14.893
N 17.026 8.993 15.997
C 16.098 8.991 16.962
C 14.846 8.865 16.470
N 15.042 8.710 15.144
H 16.318 6.570 13.785
H 17.214 6.112 11.437
H 18.519 8.541 10.851
H 16.324 9.175 17.992
H 13.885 8.848 16.930
H 14.420 8.803 14.278
F 11.074 4.609 8.311
C 11.423 5.863 8.620
C 10.727 6.989 8.153
F 9.709 6.811 7.342
C 11.160 8.249 8.535
F 10.470 9.357 8.131
C 12.312 8.425 9.315
P 12.830 9.995 10.088
C 11.350 10.384 11.049
C 11.218 11.633 11.712
C 10.064 11.960 12.372
C 9.005 11.093 12.447
C 9.138 9.811 11.845
C 10.296 9.495 11.160
C 12.703 11.075 8.664
C 11.726 12.089 8.593
C 11.740 12.882 7.464
C 12.709 12.713 6.471
C 13.688 11.785 6.595
C 13.696 10.977 7.718
C 13.011 7.281 9.688
Br 14.692 7.308 10.571
C 12.544 6.025 9.377
F 13.209 4.949 9.810
H 12.046 12.310 11.716
H 10.026 12.934 12.849
H 8.069 11.390 12.939
H 8.299 9.097 11.888
H 10.472 8.533 10.755
H 10.984 12.240 9.372
H 10.914 13.630 7.307
H 12.614 13.291 5.561
H 14.431 11.676 5.800
H 14.440 10.176 7.761
C 19.148 12.627 17.622
C 18.337 13.709 17.321
C 17.878 13.912 16.024
C 18.098 12.921 15.097
C 18.794 11.742 15.427
C 19.435 11.665 16.651
P 17.279 12.870 13.433
C 16.482 14.520 13.456
C 15.125 14.562 13.790
C 14.451 15.774 13.943
C 15.147 16.983 13.782
C 16.521 16.927 13.463
C 17.184 15.706 13.320
C 18.660 12.861 12.202
C 19.944 13.392 12.437
C 20.976 13.352 11.448
C 20.630 12.970 10.197
C 19.328 12.520 9.875
C 19.130 11.971 8.579
C 17.928 11.411 8.254
C 16.903 11.350 9.207
C 17.088 11.824 10.501
C 18.324 12.416 10.878
H 19.490 12.592 18.619
H 18.067 14.352 18.156
H 17.190 14.729 15.740
H 18.910 10.982 14.671
H 20.034 10.758 16.868
H 14.603 13.577 13.819
H 13.398 15.746 14.141
H 14.697 17.935 13.943
H 17.034 17.843 13.284
H 18.204 15.672 12.995
H 20.189 13.678 13.438
H 21.954 13.651 11.714
H 21.329 13.090 9.379
H 19.937 12.132 7.929
H 17.817 11.095 7.212
H 15.930 10.922 8.948
O 14.841 14.501 10.099
N 13.798 13.995 10.485
O 12.694 14.315 10.019
O 13.790 13.126 11.480

For the relative energy (zero: lowest compared OMol25 entry of this formula, charge and spin), the calculation gives 0.0 kcal/mol. Its spin multiplicity is 1. The calculation puts the frontier orbital gap at 7.2595 eV. Its net charge is -1. The highest occupied orbital energy comes out at -5.08 eV.



Entry 4:
# C54H40As2Cl4N4Os

A structure of composition C54H40As2Cl4N4Os (ωB97M-V/def2-TZVPD, the Open Molecules 2025 dataset).

Positions of all 105 atoms, in Å:
Os -0.392 -0.049 -0.386
Cl -1.775 -9.036 -3.061
C -1.472 -7.462 -2.455
C -0.306 -7.188 -1.743
C -0.053 -5.899 -1.321
C -0.963 -4.867 -1.567
C -2.151 -5.174 -2.240
C -2.403 -6.452 -2.687
C -0.715 -3.487 -1.142
C 0.484 -2.870 -1.497
C 1.425 -3.539 -2.356
C 2.593 -2.883 -2.239
C 2.370 -1.784 -1.316
C 3.429 -1.120 -0.760
C 4.782 -1.430 -1.171
C 5.199 -1.254 -2.503
C 6.458 -1.636 -2.909
C 7.324 -2.264 -2.013
Cl 8.842 -2.836 -2.565
C 6.927 -2.450 -0.689
C 5.688 -2.009 -0.271
C 2.344 1.609 -0.656
N 0.904 1.680 -0.557
C 0.585 2.970 -0.407
C -0.713 3.508 -0.478
C -0.888 4.935 -0.781
C -0.448 5.959 0.058
C -0.633 7.282 -0.292
C -1.239 7.605 -1.505
Cl -1.462 9.244 -1.956
C -1.696 6.592 -2.345
C -1.533 5.276 -1.973
C -1.857 2.725 -0.349
C -3.156 3.306 -0.189
C -3.996 2.300 0.152
C -3.210 1.106 0.196
N -1.906 1.375 -0.132
C -3.747 -0.135 0.536
C -3.088 -1.355 0.372
C -3.661 -2.623 0.691
C -2.817 -3.569 0.202
C -1.727 -2.870 -0.394
N -1.866 -1.525 -0.226
C -5.122 -0.157 1.035
C -6.105 -0.883 0.362
C -7.402 -0.894 0.824
C -7.720 -0.206 1.994
Cl -9.323 -0.250 2.594
C -6.750 0.532 2.671
C -5.464 0.570 2.179
C 1.767 3.791 -0.268
C 2.828 2.981 -0.347
N 1.026 -1.728 -0.968
H 0.403 -7.977 -1.541
H 0.852 -5.691 -0.770
H -2.856 -4.387 -2.459
H -3.302 -6.667 -3.243
H 1.211 -4.389 -2.973
H 3.535 -3.119 -2.690
H 4.527 -0.816 -3.227
H 6.766 -1.472 -3.928
H 7.583 -2.951 0.004
H 5.369 -2.176 0.753
H -0.015 5.712 1.018
H -0.318 8.070 0.376
H -2.171 6.836 -3.281
H -1.893 4.486 -2.612
H -3.366 4.352 -0.272
H -5.048 2.352 0.352
H -4.577 -2.763 1.227
H -2.911 -4.636 0.253
H -5.848 -1.397 -0.552
H -8.166 -1.426 0.282
H -7.006 1.070 3.572
H -4.708 1.147 2.696
H 1.750 4.856 -0.153
H 3.867 3.254 -0.318
C 1.060 -2.007 2.621
As 0.133 -0.402 1.964
C -1.451 -0.617 3.092
C 1.001 1.162 2.729
C 0.275 2.029 3.543
C 0.860 3.199 3.994
C 2.175 3.487 3.673
C 2.901 2.629 2.854
C 2.287 1.501 2.348
As 3.092 0.314 0.701
C 4.963 0.918 0.753
C 2.756 1.304 -2.103
H 1.075 -1.979 3.712
H 2.081 -2.105 2.247
H 0.479 -2.874 2.296
H -1.159 -0.591 4.148
H -1.886 -1.594 2.874
H -2.199 0.151 2.898
H -0.742 1.790 3.825
H 0.288 3.885 4.601
H 2.636 4.399 4.024
H 3.927 2.878 2.624
H 5.346 1.031 -0.263
H 5.578 0.172 1.263
H 5.068 1.859 1.286
H 3.835 1.157 -2.156
H 2.486 2.154 -2.733
H 2.245 0.419 -2.482

Its spin multiplicity is 1. The calculation puts the frontier orbital gap (spin up / spin down) at 4.2525 / 4.2536 eV. Its net charge is +2. The highest occupied orbital energy (spin up / spin down) comes out at -11.78 / -11.78 eV.